(1)
Entry from OMol25: a single C20H24FN3O5S molecule (the ωB97M-V functional and the def2-TZVPD basis).

structure (SMILES): CC(C)CNC(=O)NC(=O)COC(=O)[C@H]1CS[C@]2(c3ccc(F)cc3)CCC(=O)N12
charge: 0
relative energy (zero: lowest compared OMol25 entry of this formula, charge and spin): 0.0 kcal per mole
spin multiplicity: 1

Cartesian coordinates (Å):
S -4.576 0.276 -1.214
F 0.482 4.315 -0.803
O -1.616 -1.037 2.037
O 1.548 -1.825 -0.737
O 1.561 -0.705 3.200
O -1.545 -3.138 0.087
O -3.481 -1.607 3.148
N -2.651 -1.201 -0.325
N 0.793 -1.876 1.403
N 2.956 -1.166 0.924
C -0.840 0.996 -0.299
C 0.666 -1.269 2.606
C -1.857 -2.243 -0.670
C 4.821 1.311 -1.274
C -2.916 -1.296 2.139
C -0.765 -1.300 3.147
C 3.768 0.847 -0.272
C 3.817 1.702 0.992
C 3.985 -0.638 0.058
C -0.309 3.231 -0.922
C -1.382 3.272 -1.797
C -2.404 -0.974 -2.630
C -1.924 1.013 -1.165
C -1.417 -2.020 -2.099
C -3.591 -1.183 0.770
C 1.801 -1.621 0.429
C -2.798 -0.207 -1.359
C -4.407 0.095 0.593
C -2.187 2.156 -1.912
C -0.028 2.108 -0.168
H 4.771 0.720 -2.185
H -3.285 -1.460 -3.053
H -1.433 -2.956 -2.654
H -4.254 -2.060 0.696
H 2.977 -0.919 1.908
H 0.812 2.109 0.509
H -3.876 0.967 0.975
H -0.014 -2.372 1.020
H -1.005 -2.278 3.579
H -0.386 -1.659 -2.081
H -0.627 0.113 0.280
H 3.634 2.746 0.747
H -1.575 4.165 -2.369
H 3.965 -1.222 -0.866
H 2.779 0.942 -0.733
H 5.818 1.210 -0.851
H -3.036 2.169 -2.579
H 4.796 1.630 1.460
H -0.883 -0.533 3.919
H -1.969 -0.320 -3.382
H 3.068 1.385 1.716
H -5.394 0.030 1.042
H 4.950 -0.778 0.551
H 4.662 2.355 -1.532

(2)
Entry from OMol25: C20H24N2O as an isolated structure at a distorted geometry (the ωB97M-V functional and the def2-TZVPD basis).

charge: 0
relative energy (zero: lowest compared OMol25 entry of this formula, charge and spin): 324.4 kcal per mole
spin multiplicity: 1

Cartesian coordinates (Å):
O 1.558 1.388 -0.997
N 0.274 0.512 0.418
N -7.469 -1.790 -0.974
C -2.657 2.187 -1.429
C -1.092 0.866 0.051
C 2.498 0.125 0.580
C 1.488 0.672 -0.120
C -5.210 -1.278 -0.180
C -6.293 -2.094 -0.810
C -1.408 1.758 -1.109
C -3.570 0.860 0.618
C 6.719 0.007 -0.913
C -7.012 0.188 0.288
C 6.315 0.363 0.465
C -2.210 0.330 0.705
C 3.747 0.376 0.211
C -4.672 0.338 1.291
C -5.669 -0.142 0.600
C 5.184 -1.635 0.171
C 5.018 -0.368 0.844
C -3.800 1.655 -0.361
C 6.029 -1.532 -1.042
C -7.933 -0.562 -0.260
H -6.048 -2.946 -1.524
H -2.852 3.013 -2.137
H -1.989 -0.122 1.697
H 3.876 1.343 0.311
H 6.963 0.103 1.262
H 6.310 0.492 -1.876
H -4.334 -1.711 0.076
H 2.535 0.097 1.672
H 2.414 -1.221 0.502
H 5.332 -1.737 -1.963
H 0.121 -0.372 1.251
H -7.354 1.210 0.973
H -0.480 1.990 -1.630
H 4.710 -0.387 1.883
H 4.089 -2.179 0.268
H -9.010 -0.127 -0.367
H 7.754 -0.241 -0.831
H 5.698 -2.367 0.819
H -4.811 2.222 -0.867
H -5.175 1.571 1.598
H 6.376 1.329 0.652
H -4.417 -0.072 2.393
H 3.757 0.327 -1.051
H 6.698 -2.439 -1.158

(3)
Entry from OMol25: a single C20H24N2O2 molecule at a distorted geometry (the ωB97M-V functional and the def2-TZVPD basis).

structure (SMILES): CCOC(=O)[C@H](c1ccncc1)[C@H](c1ccccc1)N1CCCC1
charge: 0
relative energy (zero: lowest compared OMol25 entry of this formula, charge and spin): 52.5 kcal per mole
spin multiplicity: 1

Cartesian coordinates (Å):
O 0.926 -0.654 -1.887
O -1.249 -0.303 -2.281
N -1.221 -0.506 0.908
N 2.771 4.128 -0.807
C -2.593 -1.888 2.269
C 3.553 -1.374 2.146
C -0.121 0.412 0.775
C -2.535 0.101 0.832
C 2.159 1.820 -1.098
C 1.482 4.447 -0.682
C 3.110 2.861 -1.026
C -1.076 -1.314 -3.308
C -0.106 -0.051 -1.627
C -3.488 -0.907 1.488
C -0.209 1.043 -0.568
C 1.227 -0.226 1.123
C 0.823 2.125 -0.820
C -2.440 -1.630 -3.837
C 2.095 0.530 1.923
C 3.263 -0.035 2.427
C 1.557 -1.534 0.778
C 0.457 3.480 -0.724
C -1.147 -1.574 1.860
C 2.699 -2.126 1.334
H 4.446 -1.843 2.565
H -0.243 1.220 1.531
H -2.574 1.064 1.385
H 3.917 0.564 3.062
H -0.589 3.788 -0.649
H -2.814 0.322 -0.211
H 1.820 1.556 2.179
H -2.921 -0.755 -4.276
H 2.473 0.804 -1.332
H -0.504 -1.350 2.729
H -2.697 -1.751 3.350
H 0.913 -2.123 0.122
H -0.421 -0.931 -4.099
H 2.886 -3.182 1.129
H -1.194 1.502 -0.693
H -3.085 -2.025 -3.051
H -0.613 -2.196 -2.863
H -0.713 -2.454 1.361
H -4.211 -0.408 2.138
H -2.814 -2.926 2.012
H 4.174 2.625 -1.144
H -4.029 -1.435 0.695
H -2.372 -2.392 -4.613
H 1.231 5.501 -0.525